Formula: C4H5N2
Source: the Open Molecules 2025 dataset
Level of theory: the ωB97M-V functional and the def2-TZVPD basis

Calculated values
Multiplicity = 1
Net charge = +1
LUMO (alpha / beta) = -5.43 / -5.43 eV
E_HOMO (alpha / beta) = -13.94 / -13.94 eV

Geometry (Å):
N1 2.019 0.942 -0.306
N2 -1.049 0.103 -0.228
C1 -0.392 -1.011 -0.414
C2 -1.789 0.898 0.361
C3 1.639 -0.023 0.263
C4 0.995 -1.102 -0.086
H1 -0.832 -2.003 -0.730
H2 1.298 -2.146 -0.106
H3 2.246 1.892 -0.066
H4 -2.131 1.828 -0.016
H5 -2.004 0.620 1.330



Formula: C14H10F5HgN
Source: the Open Molecules 2025 dataset
Level of theory: the ωB97M-V functional and the def2-TZVPD basis

Calculated values
Multiplicity = 1
Net charge = -2
LUMO (alpha / beta) = 5.15 / 5.15 eV
E_HOMO (alpha / beta) = 2.32 / 2.29 eV

Geometry (Å):
Hg1 -0.159 0.513 -0.013
F1 1.446 -1.490 2.321
F2 0.377 -5.772 0.645
F3 1.572 -4.180 2.527
F4 -1.018 -4.599 -1.420
F5 -1.174 -1.907 -1.610
N1 -2.529 0.592 -0.216
C1 -0.462 1.606 -2.253
C2 1.769 1.879 1.017
C3 -0.433 -3.839 -0.479
C4 -0.267 2.169 2.113
C5 0.136 -1.617 0.338
C6 -0.233 3.058 0.993
C7 0.262 -4.439 0.567
C8 1.011 2.881 0.313
C9 0.824 -2.231 1.373
C10 0.897 -3.628 1.514
C11 0.632 0.815 -2.386
C12 0.980 1.453 2.149
C13 -0.477 -2.450 -0.567
C14 -1.465 2.344 -2.703
H1 -2.314 2.593 -2.057
H2 -1.040 2.144 2.885
H3 1.654 1.208 -2.334
H4 -0.983 3.827 0.761
H5 0.548 -0.217 -2.753
H6 1.360 3.477 -0.532
H7 2.818 1.650 0.851
H8 1.335 0.861 2.984
H9 -1.505 2.715 -3.736
H10 -3.561 0.584 -0.293



Formula: C5H8O
Source: the Open Molecules 2025 dataset
Level of theory: the ωB97M-V functional and the def2-TZVPD basis

Calculated values
Multiplicity = 1
LUMO = 0.35 eV
E_HOMO = -8.96 eV

Geometry (Å):
O1 -0.323 -0.348 1.315
C1 0.395 -0.994 0.239
C2 1.776 -0.418 0.014
C3 -0.740 -0.878 -0.764
C4 -1.102 1.229 -0.404
C5 -1.352 -0.109 0.350
H1 -2.040 1.638 -0.780
H2 -2.371 -0.215 0.729
H3 2.246 -0.857 -0.870
H4 1.713 0.667 -0.117
H5 2.403 -0.613 0.890
H6 -0.462 1.066 -1.290
H7 0.444 -2.084 0.420
H8 -0.588 1.915 0.271



Formula: C2H10N2O2
Source: the Open Molecules 2025 dataset
Level of theory: the ωB97M-V functional and the def2-TZVPD basis

Calculated values
Multiplicity = 1
LUMO = 0.37 eV
E_HOMO = -8.54 eV

Geometry (Å):
O1 0.842 -1.354 0.785
O2 -0.346 -0.533 1.477
N1 0.836 0.430 -2.568
N2 -1.146 0.258 -1.260
C1 -0.063 -0.345 2.824
C2 0.232 0.699 -1.300
H1 0.775 0.106 -0.511
H2 0.207 -1.852 0.252
H3 0.367 1.767 -1.051
H4 -0.339 0.686 3.062
H5 -0.653 -1.045 3.432
H6 0.757 1.171 -3.251
H7 0.987 -0.485 3.104
H8 -1.497 0.239 -0.310
H9 -1.748 0.807 -1.865
H10 0.788 -0.549 -2.819



Formula: C2H6BNO3
Source: the Open Molecules 2025 dataset
Level of theory: the ωB97M-V functional and the def2-TZVPD basis

Calculated values
Multiplicity = 1
LUMO = -0.06 eV
E_HOMO = -9.19 eV

Geometry (Å):
O1 -2.382 0.982 0.080
O2 2.899 0.677 0.406
O3 -1.344 -1.137 0.300
N1 1.049 -0.374 -0.493
C1 2.250 -0.323 0.146
C2 0.100 0.711 -0.529
B1 -1.346 0.177 0.071
H1 0.566 -1.259 -0.412
H2 -2.012 -1.654 0.704
H3 -0.159 0.897 -1.577
H4 -2.894 0.949 0.969
H5 0.654 1.682 -0.139
H6 2.620 -1.330 0.477



Formula: C5H10NO4
Source: the Open Molecules 2025 dataset
Level of theory: the ωB97M-V functional and the def2-TZVPD basis

Calculated values
Multiplicity = 1
Net charge = -1
LUMO = 3.95 eV
E_HOMO = -3.10 eV

Geometry (Å):
O1 1.511 -0.143 -1.405
O2 -2.596 -0.311 -0.314
O3 -0.731 0.902 -1.463
O4 2.066 0.573 0.694
N1 -1.284 -0.483 0.314
C1 0.870 -1.612 0.405
C2 -0.569 -1.723 -0.074
C3 1.262 -0.248 -0.188
C4 -0.502 0.615 -0.142
C5 -0.348 1.848 0.798
H1 -1.186 2.028 1.354
H2 2.688 1.163 0.331
H3 -1.039 -2.532 0.392
H4 -2.247 0.308 -0.954
H5 -0.386 2.834 0.329
H6 0.852 -1.538 1.429
H7 1.471 -2.294 -0.089
H8 0.158 0.455 -1.840
H9 0.438 1.905 1.519
H10 -0.428 -1.748 -1.095



Formula: C49H38NaO3P2S
Source: the Open Molecules 2025 dataset
Level of theory: the ωB97M-V functional and the def2-TZVPD basis

Calculated values
Multiplicity = 1
Net charge = -1
LUMO = 1.92 eV
E_HOMO = -1.74 eV

Geometry (Å):
S1 -1.191 -1.470 1.323
P1 -1.967 0.992 -0.982
P2 1.685 -1.261 1.419
Na1 0.000 0.000 0.000
O1 -2.078 -0.451 1.983
O2 1.255 1.185 -1.046
O3 3.313 1.982 -1.667
C1 3.663 -2.266 -0.257
C2 -6.369 -3.041 -2.106
C3 -2.188 -3.192 3.293
C4 -0.852 -4.577 4.660
C5 1.074 -5.589 5.673
C6 1.696 2.664 3.914
C7 -2.608 3.305 -2.545
C8 -2.691 4.014 -3.748
C9 -2.331 -3.760 0.170
C10 -1.482 3.132 0.727
C11 -3.909 3.042 2.074
C12 1.851 1.491 1.809
C13 5.774 -0.809 0.824
C14 1.703 0.248 2.453
C15 6.012 -1.693 -0.224
C16 1.532 0.250 3.845
C17 -5.613 -0.592 -2.089
C18 -4.317 -2.388 -1.113
C19 0.281 -4.065 4.054
C20 2.055 1.915 -1.689
C21 -3.285 -1.595 -0.647
C22 0.277 -3.112 3.061
C23 -2.326 -2.340 0.163
C24 -1.026 -2.711 2.637
C25 1.570 -2.643 2.637
C26 -3.365 -4.498 -0.404
C27 -4.380 -3.767 -0.988
C28 -1.746 4.043 1.754
C29 -2.121 -4.145 4.314
C30 -2.127 1.986 -2.510
C31 -2.292 3.417 -4.939
C32 2.684 -4.211 4.201
C33 -0.481 -5.560 5.716
C34 3.402 -1.381 0.803
C35 -2.963 3.999 2.426
C36 4.481 -0.656 1.333
C37 -4.559 0.256 -1.750
C38 -5.439 -1.925 -1.782
C39 -5.636 -4.302 -1.585
C40 2.735 -3.216 3.213
C41 1.858 2.686 2.533
C42 4.957 -2.422 -0.765
C43 -3.642 2.130 1.047
C44 -1.812 2.111 -4.929
C45 1.530 1.447 4.569
C46 -2.428 2.162 0.346
C47 -3.385 -0.199 -1.079
C48 -1.730 1.403 -3.726
C49 1.425 -4.606 4.610
H1 1.385 1.425 5.646
H2 -4.392 1.373 0.838
H3 3.584 -4.630 4.639
H4 -3.009 -4.516 4.815
H5 1.442 -6.586 5.410
H6 -2.355 3.970 -5.873
H7 1.383 -0.671 4.399
H8 3.725 -2.878 2.918
H9 -0.092 1.294 1.354
H10 -6.496 -0.232 -2.605
H11 1.960 1.540 0.727
H12 1.685 3.592 4.478
H13 -0.902 -6.545 5.492
H14 6.594 -0.238 1.252
H15 5.137 -3.115 -1.583
H16 -5.410 -4.995 -2.401
H17 -3.165 -2.805 3.003
H18 -0.993 4.772 2.037
H19 1.555 2.640 -2.416
H20 -7.327 -2.901 -1.593
H21 1.973 3.633 2.013
H22 -6.544 -3.102 -3.185
H23 -3.166 4.694 3.236
H24 -1.350 0.383 -3.748
H25 -2.939 3.809 -1.641
H26 -0.515 3.177 0.230
H27 -4.851 2.982 2.613
H28 -6.232 -4.819 -0.826
H29 -3.399 -5.581 -0.352
H30 4.343 0.032 2.164
H31 -3.068 5.034 -3.747
H32 2.859 -2.852 -0.698
H33 -0.841 -5.226 6.695
H34 -4.660 1.301 -2.038
H35 1.500 -5.287 6.635
H36 -1.551 -4.318 0.683
H37 -1.499 1.640 -5.857
H38 7.017 -1.813 -0.618



Formula: C7H7NO3
Source: the Open Molecules 2025 dataset
Level of theory: the ωB97M-V functional and the def2-TZVPD basis

Calculated values
Multiplicity = 1
LUMO = -0.97 eV
E_HOMO = -9.34 eV

Geometry (Å):
O1 -1.033 2.653 2.792
O2 -2.494 0.447 0.818
O3 -1.777 1.064 4.084
N1 -1.155 1.509 3.150
C1 0.902 0.848 1.916
C2 1.412 0.810 0.702
C3 -0.541 -0.200 -0.377
C4 -1.186 -0.837 -1.587
C5 0.759 0.253 -0.437
C6 -1.294 0.229 0.802
C7 -0.481 0.389 2.194
H1 2.495 1.061 0.652
H2 1.559 1.287 2.773
H3 -1.380 0.047 -2.175
H4 -0.542 -1.586 -1.939
H5 -2.188 -1.334 -1.509
H6 1.344 0.157 -1.360
H7 -0.793 -0.488 2.855



For the records above, the corresponding relative energy (zero: lowest compared OMol25 entry of this formula, charge and spin) values read 47.77, 62.74, 108.80, 95.76, 5.27, 49.88, 12.49, 122.61 kcal/mol.
For the records above, the corresponding calculated total energy values read -264.5393, -1246.5866, -270.3845, -342.0413, -385.2219, -552.1531, -3358.8373, -551.2501 a.u..